(1)
# C7H11BrF9N3OP2S

A cluster of 2 separate species, C7H11BrF9N3OP2S in total at a distorted geometry (wB97M-V/def2-TZVPD, OMol25).

Geometry as XYZ:
```
35
Properties=species:S:1:pos:R:3:nbo_charge:R:1
N 1.962 0.663 2.813 -0.85
C 1.216 0.180 1.552 -0.05
P 2.042 -1.465 1.008 1.30
O 3.643 -1.441 1.195 -1.02
N -0.235 0.046 1.961 -0.58
C -1.211 -0.125 0.819 -0.14
C -2.727 0.295 1.388 0.99
F -3.720 0.220 0.254 -0.30
F -2.775 1.738 1.833 -0.35
F -3.126 -0.564 2.530 -0.34
C -0.941 0.839 -0.479 -0.49
C 0.638 0.955 -0.931 -0.47
C 1.475 1.394 0.431 0.13
Br 0.761 3.132 1.218 0.05
N 2.944 1.484 0.067 -0.56
C 3.545 2.594 0.608 0.29
S 4.460 3.713 1.560 0.13
H 2.995 0.606 2.680 0.44
H 1.630 0.143 3.654 0.37
H 1.840 -1.783 -0.404 0.03
H 1.529 -2.638 1.730 -0.01
H -0.475 0.843 2.619 0.48
H -0.305 -0.829 2.562 0.45
H -1.295 -1.266 0.482 0.31
H -1.439 1.909 -0.375 0.27
H -1.503 0.325 -1.398 0.34
H 0.753 1.803 -1.762 0.28
H 1.057 -0.027 -1.432 0.28
F -2.897 -1.227 -4.697 -0.60
P -1.820 -1.821 -3.741 2.66
F -1.864 -3.281 -3.199 -0.60
F -0.917 -1.456 -2.525 -0.63
F -1.347 -2.721 -4.920 -0.60
F -3.056 -1.509 -2.843 -0.61
F -0.840 -0.725 -4.256 -0.61
```

Its LUMO energy is -2.12 eV. The total energy comes out at -5066.34433 Ha.

(2)
# C7H11BrN3O

The ion C7H11BrN3O with charge +1 at a distorted geometry (wB97M-V/def2-TZVPD, OMol25).

Geometry as XYZ:
```
23
Properties=species:S:1:pos:R:3:nbo_charge:R:1
C -1.408 -0.584 0.003 0.36
C 1.813 0.494 0.491 -0.46
C 1.322 1.747 1.234 -0.39
C -1.236 3.100 -0.837 -0.10
C 0.434 0.601 1.068 -0.07
C -1.196 1.747 -0.393 0.40
C 0.171 -3.653 -0.727 -0.45
N -0.979 -1.732 -0.226 -0.32
N -0.721 0.710 0.253 -0.40
N 0.129 -2.240 -0.400 -0.14
O -2.078 2.031 -1.298 -0.40
Br -3.247 -0.335 0.141 0.26
H 2.058 0.661 -0.540 0.23
H 2.481 -0.181 0.877 0.22
H 1.756 1.777 2.193 0.24
H 1.079 2.716 0.747 0.25
H -1.919 3.786 -0.449 0.21
H -0.472 3.484 -1.466 0.20
H 0.342 -0.077 1.824 0.22
H 1.182 -3.766 -1.079 0.22
H 0.064 -4.379 0.161 0.25
H -0.669 -4.030 -1.393 0.26
H 1.093 -1.878 -0.186 0.40
```

As for the charge: +1. The multiplicity is 3. Its expectation value of S² is 2.013. Its LUMO energy (spin up / spin down) is -2.95 / -6.78 eV. The total energy comes out at -3086.27999 Ha.

(3)
# C7H11Cl2N2PS

The molecule C7H11Cl2N2PS at a distorted geometry (wB97M-V/def2-TZVPD, OMol25).

Geometry as XYZ:
```
24
Properties=species:S:1:pos:R:3:nbo_charge:R:1
C 0.637 2.544 -1.357 -0.03
C 2.984 -0.138 0.088 -0.71
C 0.500 0.653 0.140 0.19
C -0.614 -2.250 -0.413 -0.65
C -2.469 1.797 0.767 -0.63
C -0.667 -1.325 0.858 -0.20
C -1.956 0.587 -0.015 -0.21
N 0.592 1.449 -0.860 -0.39
N -0.678 0.079 0.521 -0.44
P 4.687 -0.665 0.479 0.75
S 1.972 0.403 1.191 0.56
Cl 5.525 0.455 -0.882 -0.23
Cl 4.672 -2.467 -0.461 -0.28
H 0.469 2.513 -2.486 0.16
H 0.024 -1.859 -1.237 0.22
H -0.112 -3.215 -0.186 0.22
H -1.718 -2.302 -0.643 0.21
H -2.036 2.761 0.303 0.23
H -3.558 1.999 0.489 0.22
H -2.305 1.632 1.816 0.22
H -1.679 -1.619 1.409 0.20
H 0.195 -1.598 1.453 0.20
H -2.564 -0.269 0.090 0.19
H -1.901 0.835 -1.064 0.20
```

Its LUMO energy is -1.01 eV. The total energy comes out at -2042.56898 Ha.

(4)
# C7H11ClN3

A cluster of 2 separate species, C7H11ClN3 in total at a distorted geometry (wB97M-V/def2-TZVPD, OMol25).

Geometry as XYZ:
```
22
Properties=species:S:1:pos:R:3:nbo_charge:R:1
C 3.172 -0.145 0.494 -0.05
C 2.061 0.710 0.447 -0.27
C 1.070 -0.202 0.103 0.27
C -2.305 0.552 1.028 -0.48
C -2.596 0.092 -0.366 -0.47
C -1.277 0.606 -0.065 0.20
C 0.831 -2.530 -0.615 -0.41
N 2.844 -1.393 0.181 -0.22
N 1.555 -1.400 -0.082 -0.23
N -0.784 1.920 -0.509 -0.75
Cl 1.889 2.461 0.620 0.05
H 4.147 0.116 1.053 0.25
H -2.636 1.497 1.542 0.25
H -2.120 -0.189 1.872 0.27
H -2.688 -1.006 -0.592 0.27
H -3.246 0.701 -0.966 0.24
H 1.226 -2.789 -1.601 0.24
H 1.094 -3.456 0.056 0.25
H -0.225 -2.133 -0.561 0.22
H -1.496 2.647 -0.710 0.43
H -0.472 1.761 -1.496 0.45
H -0.044 2.181 0.167 0.46
```

As for the charge: +1. Its LUMO energy (spin up / spin down) is -5.21 / -5.20 eV. The calculation puts the energy above the lowest of the compared OMol25 structures with the same formula, charge and spin at 116.0 kcal/mol. The total energy comes out at -897.30888 Ha.

(5)
# C7H11ClN3O

The ion C7H11ClN3O with charge +1 at a distorted geometry (wB97M-V/def2-TZVPD, OMol25).

Geometry as XYZ:
```
23
Properties=species:S:1:pos:R:3:nbo_charge:R:1
C 0.248 2.166 -0.117 -0.68
C 0.035 0.944 0.706 0.26
C 0.862 0.703 1.766 -0.01
N 0.710 -0.342 2.528 -0.45
C 0.350 -1.482 2.079 0.42
Cl -0.140 -2.785 2.965 0.18
N 0.468 -1.744 0.669 -0.66
C 1.009 -0.783 -0.213 0.38
N 0.650 -0.514 -1.498 -0.55
C -0.766 -0.760 -1.830 -0.28
C -1.691 0.132 -0.744 -0.05
O -1.140 0.155 0.514 -0.52
H -0.517 2.885 0.175 0.25
H 0.158 2.171 -1.140 0.23
H 1.242 2.382 0.132 0.24
H 1.729 1.386 2.045 0.25
H -0.319 -2.378 0.454 0.43
H 2.032 -0.683 0.014 0.22
H 1.386 -0.226 -2.121 0.44
H -0.812 -1.825 -1.848 0.22
H -0.998 -0.185 -2.840 0.25
H -1.876 1.117 -1.111 0.19
H -2.621 -0.335 -0.584 0.22
```

As for the charge: +1. Its LUMO energy is -4.50 eV. As for the SMILES: C/C1=C/N=C(Cl)\[NH+]=C\NCCO1. The calculation puts the energy above the lowest of the compared OMol25 structures with the same formula, charge and spin at 9.1 kcal/mol. The total energy comes out at -972.66173 Ha.

(6)
# C7H11F

The molecule C7H11F at a distorted geometry (wB97M-V/def2-TZVPD, OMol25).

Geometry as XYZ:
```
19
Properties=species:S:1:pos:R:3:nbo_charge:R:1
C -2.365 -1.133 0.151 -0.61
C -1.777 0.255 -0.099 -0.43
C -0.236 0.447 -0.088 0.35
F 0.000 1.786 -0.217 -0.37
C 0.636 0.136 1.186 -0.47
C 1.880 -0.572 0.755 -0.22
C 1.911 -0.771 -0.584 -0.18
C 0.574 -0.282 -1.110 -0.50
H -1.456 -1.631 0.847 0.20
H -2.376 -1.641 -0.829 0.21
H -3.423 -1.073 0.776 0.23
H -2.088 0.837 0.804 0.21
H -2.148 0.784 -0.968 0.22
H 0.124 -0.483 1.960 0.22
H 0.980 1.207 1.613 0.24
H 2.777 -0.650 1.399 0.21
H 2.756 -1.057 -1.339 0.23
H 0.918 0.351 -1.883 0.23
H 0.194 -1.200 -1.691 0.22
```

Its LUMO energy is 1.03 eV. As for the SMILES: CCC1(F)CC=CC1. The calculation puts the energy above the lowest of the compared OMol25 structures with the same formula, charge and spin at 42.3 kcal/mol. The total energy comes out at -373.09996 Ha.

(7)
# C7H11N

A cluster of 2 separate species, C7H11N in total at a distorted geometry (wB97M-V/def2-TZVPD, OMol25).

Geometry as XYZ:
```
19
Properties=species:S:1:pos:R:3:nbo_charge:R:1
C -1.830 -1.955 -1.372 -0.45
C -0.896 -1.248 -0.778 -0.03
C -0.395 -0.839 0.404 -0.12
C -0.768 0.441 1.078 -0.44
C 0.379 1.353 0.646 -0.43
C 1.615 1.263 1.527 -0.61
H -2.496 -2.602 -0.825 0.22
H -1.920 -1.967 -2.453 0.20
H 0.472 -1.352 0.796 0.21
H -1.726 0.805 0.705 0.22
H -0.811 0.319 2.163 0.21
H 0.018 2.382 0.587 0.21
H 0.676 1.155 -0.451 0.26
H 1.372 1.481 2.569 0.20
H 2.377 1.969 1.199 0.22
H 2.052 0.267 1.489 0.20
C 0.482 -0.540 -2.271 0.06
N 0.986 0.516 -2.168 -0.36
H 0.413 -1.445 -2.846 0.23
```

Its LUMO energy is 0.22 eV. As for the SMILES: C=C=CCCC.C#N. The calculation puts the energy above the lowest of the compared OMol25 structures with the same formula, charge and spin at 99.8 kcal/mol. The total energy comes out at -327.92886 Ha.

(8)
# C7H11N

The molecule C7H11N at a distorted geometry (wB97M-V/def2-TZVPD, OMol25).

Geometry as XYZ:
```
19
Properties=species:S:1:pos:R:3:nbo_charge:R:1
C 0.865 -1.618 0.403 -0.54
C 0.807 1.511 0.603 -0.44
C -1.610 1.312 -0.228 -0.64
C -0.526 -1.046 0.463 0.20
C -0.309 0.648 0.113 -0.01
N -1.454 -1.747 -0.232 -0.82
C 1.753 -0.572 -0.170 -0.14
C 1.329 0.710 -0.579 -0.26
H -2.369 -1.339 -0.346 0.38
H -1.172 -2.400 -0.956 0.37
H 1.191 -1.806 1.430 0.24
H 0.897 -2.562 -0.149 0.22
H 0.653 2.569 0.398 0.21
H 1.251 1.310 1.579 0.20
H 2.810 -0.697 0.039 0.17
H 1.722 1.228 -1.439 0.22
H -1.406 2.285 -0.704 0.21
H -2.208 1.517 0.676 0.22
H -2.225 0.697 -0.899 0.20
```

Its LUMO energy (spin up / spin down) is 0.84 / 0.78 eV. The calculation puts the energy above the lowest of the compared OMol25 structures with the same formula, charge and spin at 128.5 kcal/mol. The total energy comes out at -327.88320 Ha.

Copy entry 3 word for word.
# C7H11Cl2N2PS

The molecule C7H11Cl2N2PS at a distorted geometry (wB97M-V/def2-TZVPD, OMol25).

Geometry as XYZ:
```
24
Properties=species:S:1:pos:R:3:nbo_charge:R:1
C 0.637 2.544 -1.357 -0.03
C 2.984 -0.138 0.088 -0.71
C 0.500 0.653 0.140 0.19
C -0.614 -2.250 -0.413 -0.65
C -2.469 1.797 0.767 -0.63
C -0.667 -1.325 0.858 -0.20
C -1.956 0.587 -0.015 -0.21
N 0.592 1.449 -0.860 -0.39
N -0.678 0.079 0.521 -0.44
P 4.687 -0.665 0.479 0.75
S 1.972 0.403 1.191 0.56
Cl 5.525 0.455 -0.882 -0.23
Cl 4.672 -2.467 -0.461 -0.28
H 0.469 2.513 -2.486 0.16
H 0.024 -1.859 -1.237 0.22
H -0.112 -3.215 -0.186 0.22
H -1.718 -2.302 -0.643 0.21
H -2.036 2.761 0.303 0.23
H -3.558 1.999 0.489 0.22
H -2.305 1.632 1.816 0.22
H -1.679 -1.619 1.409 0.20
H 0.195 -1.598 1.453 0.20
H -2.564 -0.269 0.090 0.19
H -1.901 0.835 -1.064 0.20
```

Its LUMO energy is -1.01 eV. The total energy comes out at -2042.56898 Ha.